Record 1
Computed, not measured: C13H17Cl3N6OSSiSm as an isolated structure in a non-equilibrium geometry, with ωB97M-V with the def2-TZVPD basis set.

<S²>   8.762
Kohn-Sham gap (alpha / beta)   0.26785 / 0.27599 Ha

```
! wB97M-V def2-TZVPD RIJCOSX def2/J DEFGRID3
* xyz 1 6
Sm -0.955 0.309 -0.463
C -4.897 -2.455 -0.699
C -3.577 -1.774 -0.366
N -2.982 -0.920 -1.136
N -3.666 -0.478 -2.254
C -2.895 0.142 -3.128
N -3.553 0.811 -4.131
S -1.179 0.281 -3.122
C -2.812 -2.112 0.908
C -3.170 -3.130 1.775
C -2.463 -3.266 2.969
C -1.461 -2.380 3.261
C -1.159 -1.391 2.333
N -1.778 -1.295 1.173
H -4.650 -3.326 -1.343
H -5.486 -1.722 -1.313
H -5.384 -2.792 0.183
H -4.533 0.644 -4.301
H -2.992 0.964 -4.972
H -4.001 -3.788 1.533
H -2.749 -4.080 3.632
H -0.956 -2.387 4.208
H -0.407 -0.653 2.582
N 1.457 -0.320 -0.973
C 2.462 0.217 -0.683
N 3.570 0.818 -0.344
C 4.779 0.024 0.029
C 5.687 0.864 0.868
O 5.951 2.096 0.177
C 4.757 2.896 0.104
C 3.768 2.230 -0.797
H 5.259 -0.400 -0.839
H 4.416 -0.844 0.603
H 6.675 0.405 1.052
H 5.255 1.097 1.844
H 5.019 3.843 -0.367
H 4.373 3.055 1.120
H 4.168 2.220 -1.788
H 2.817 2.786 -0.802
Cl 0.492 1.908 1.329
Si -0.274 4.052 0.395
Cl -2.068 2.868 -0.379
Cl -0.858 4.982 2.124
*
```

Formally, the natural (NBO) partial charges of the atoms, in units of the elementary charge, are as follows: number 1, Sm, carries 1.740; number 2, C, carries -0.688; number 3, C, carries 0.280; number 4, N, carries -0.359; number 5, N, carries -0.429; number 6, C, carries 0.298; number 7, N, carries -0.771; number 8, S, carries -0.300; number 9, C, carries 0.189; number 10, C, carries -0.218; number 11, C, carries -0.112; number 12, C, carries -0.240; number 13, C, carries 0.077; number 14, N, carries -0.561; number 15, H, carries 0.253; number 16, H, carries 0.278; number 17, H, carries 0.226; number 18, H, carries 0.408; number 19, H, carries 0.405; number 20, H, carries 0.244; number 21, H, carries 0.244; number 22, H, carries 0.245; number 23, H, carries 0.223; number 24, N, carries -0.576; number 25, C, carries 0.638; number 26, N, carries -0.462; number 27, C, carries -0.228; number 28, C, carries -0.092; number 29, O, carries -0.514; number 30, C, carries -0.086; number 31, C, carries -0.230; number 32, H, carries 0.217; number 33, H, carries 0.221; number 34, H, carries 0.227; number 35, H, carries 0.182; number 36, H, carries 0.219; number 37, H, carries 0.183; number 38, H, carries 0.211; number 39, H, carries 0.232; number 40, Cl, carries -0.555; number 41, Si, carries 0.877; number 42, Cl, carries -0.472; number 43, Cl, carries -0.423

=====

Record 2
Computed, not measured: C45H43CuN4P as an isolated structure, with ωB97M-V with the def2-TZVPD basis set.

<S²>   0.781
Kohn-Sham gap (alpha / beta)   0.17025 / 0.22862 Ha
Relative energy (zero: lowest compared OMol25 entry of this formula, charge and spin)   37.7 kJ/mol

```
! wB97M-V def2-TZVPD RIJCOSX def2/J DEFGRID3
* xyz 0 2
Cu -0.121 0.020 0.636
C -2.667 -1.070 -0.990
C -2.409 0.320 -1.526
C -2.725 1.763 -3.112
C -2.127 3.057 -2.689
C -1.661 3.300 -1.465
C -1.390 2.277 -0.450
N -1.554 1.003 -0.546
C -0.766 2.746 0.837
C -0.558 4.065 1.226
C -0.038 4.297 2.492
C 0.249 3.240 3.340
C 0.009 1.951 2.881
N -0.462 1.752 1.660
C 0.219 0.695 3.658
C 0.893 0.663 4.866
C 1.062 -0.563 5.489
C 0.566 -1.702 4.883
C -0.104 -1.584 3.666
C -0.649 -2.788 2.954
N -0.278 -0.405 3.079
H -3.464 -1.569 -1.532
H -2.942 -1.004 0.065
H -1.754 -1.667 -1.072
H -3.227 1.864 -4.072
H -2.149 3.871 -3.404
H -1.321 4.302 -1.242
H -0.802 4.900 0.587
H 0.142 5.313 2.819
H 0.653 3.421 4.326
H 1.306 1.563 5.297
H 1.594 -0.628 6.430
H 0.695 -2.675 5.338
H -1.456 -3.246 3.528
H 0.129 -3.539 2.815
H -1.030 -2.493 1.978
N 0.681 -2.326 -1.624
C 0.649 -2.417 -2.996
C 0.925 -3.659 -3.596
C 0.787 -3.846 -4.951
C 0.345 -2.804 -5.764
C 0.090 -1.578 -5.185
C 0.272 -1.333 -3.817
P 0.011 0.278 -2.993
C 0.810 1.564 -4.052
C 1.053 2.776 -3.396
C 1.748 3.812 -3.999
C 2.265 3.648 -5.275
C 2.103 2.429 -5.914
C 1.393 1.399 -5.310
C -1.885 0.431 -3.006
C -3.613 1.223 -1.939
C -4.881 0.556 -2.355
C -4.978 -0.347 -3.330
C -3.839 -0.869 -4.078
C -2.544 -0.575 -3.920
H 0.781 -1.418 -1.183
H 1.182 -3.054 -1.142
H 1.234 -4.481 -2.961
H 1.006 -4.816 -5.381
H 0.195 -2.952 -6.824
H -0.300 -0.785 -5.810
H 0.727 2.895 -2.373
H 1.912 4.734 -3.457
H 2.817 4.447 -5.752
H 2.542 2.265 -6.889
H 1.337 0.457 -5.827
H -3.837 1.984 -1.194
H -5.780 0.863 -1.833
H -5.953 -0.749 -3.578
H -4.072 -1.612 -4.833
H -1.874 -1.128 -4.563
C 3.275 -0.147 -1.287
C 3.070 -0.655 0.128
C 4.120 -1.687 0.491
C 1.757 -0.667 0.815
C 2.793 0.468 1.205
C 2.572 1.828 0.717
C 3.018 2.923 1.395
C 3.696 2.799 2.626
C 3.906 1.512 3.151
C 3.486 0.394 2.483
H 3.368 -0.987 -1.979
H 4.195 0.440 -1.353
H 2.446 0.472 -1.632
H 4.100 -2.497 -0.245
H 3.949 -2.130 1.470
H 5.125 -1.257 0.478
H 1.784 -1.413 1.616
H 2.024 1.957 -0.209
H 2.835 3.910 0.986
H 4.048 3.675 3.153
H 4.412 1.399 4.104
H 3.649 -0.580 2.927
*
```

Formally, the Löwdin partial charges of the atoms, in units of the elementary charge, are as follows: number 1, Cu, carries 0.326; number 2, C, carries -0.001; number 3, C, carries -0.414; number 4, C, carries -0.159; number 5, C, carries -0.024; number 6, C, carries -0.041; number 7, C, carries -0.195; number 8, N, carries 0.100; number 9, C, carries -0.185; number 10, C, carries 0.002; number 11, C, carries -0.044; number 12, C, carries 0.005; number 13, C, carries -0.177; number 14, N, carries 0.104; number 15, C, carries -0.192; number 16, C, carries -0.016; number 17, C, carries -0.052; number 18, C, carries -0.021; number 19, C, carries -0.321; number 20, C, carries -0.026; number 21, N, carries 0.142; number 22, H, carries 0.076; number 23, H, carries 0.091; number 24, H, carries 0.070; number 25, H, carries 0.147; number 26, H, carries 0.121; number 27, H, carries 0.097; number 28, H, carries 0.101; number 29, H, carries 0.112; number 30, H, carries 0.111; number 31, H, carries 0.108; number 32, H, carries 0.109; number 33, H, carries 0.113; number 34, H, carries 0.083; number 35, H, carries 0.083; number 36, H, carries 0.064; number 37, N, carries 0.111; number 38, C, carries -0.319; number 39, C, carries -0.038; number 40, C, carries -0.088; number 41, C, carries -0.096; number 42, C, carries -0.154; number 43, C, carries -0.313; number 44, P, carries 1.193; number 45, C, carries -0.328; number 46, C, carries -0.126; number 47, C, carries -0.082; number 48, C, carries -0.091; number 49, C, carries -0.085; number 50, C, carries -0.080; number 51, C, carries -0.346; number 52, C, carries -0.154; number 53, C, carries -0.043; number 54, C, carries -0.094; number 55, C, carries -0.079; number 56, C, carries -0.057; number 57, H, carries -0.010; number 58, H, carries 0.098; number 59, H, carries 0.108; number 60, H, carries 0.102; number 61, H, carries 0.098; number 62, H, carries 0.103; number 63, H, carries 0.076; number 64, H, carries 0.103; number 65, H, carries 0.101; number 66, H, carries 0.103; number 67, H, carries 0.079; number 68, H, carries 0.141; number 69, H, carries 0.107; number 70, H, carries 0.100; number 71, H, carries 0.104; number 72, H, carries 0.067; number 73, C, carries -0.055; number 74, C, carries -0.475; number 75, C, carries -0.048; number 76, C, carries -0.138; number 77, C, carries -0.332; number 78, C, carries -0.045; number 79, C, carries -0.117; number 80, C, carries -0.113; number 81, C, carries -0.118; number 82, C, carries -0.037; number 83, H, carries 0.077; number 84, H, carries 0.092; number 85, H, carries 0.030; number 86, H, carries 0.077; number 87, H, carries 0.068; number 88, H, carries 0.088; number 89, H, carries 0.061; number 90, H, carries 0.095; number 91, H, carries 0.097; number 92, H, carries 0.084; number 93, H, carries 0.096; number 94, H, carries 0.103

=====

Record 3
Computed, not measured: a 5-piece molecular cluster, C24H63N4O9 overall in a non-equilibrium geometry, with ωB97M-V with the def2-TZVPD basis set.

Kohn-Sham gap   0.34893 Ha
Relative energy (zero: lowest compared OMol25 entry of this formula, charge and spin)   1605.0 kJ/mol

```
! wB97M-V def2-TZVPD RIJCOSX def2/J DEFGRID3
* xyz 1 1
O 33.395 26.204 21.007
H 33.661 27.013 21.365
H 32.480 26.078 21.450
H 34.043 25.558 21.364
C 28.334 20.461 18.991
O 29.446 21.004 18.678
C 30.351 21.602 19.550
C 31.627 22.136 18.962
N 32.560 22.517 20.002
C 33.917 22.887 19.574
C 34.989 22.958 20.553
O 34.740 24.029 21.479
C 35.738 23.995 22.595
H 28.043 20.028 18.023
H 27.841 21.284 19.429
H 28.488 19.569 19.711
H 30.569 20.727 20.139
H 29.923 22.407 20.189
H 31.393 22.965 18.349
H 32.122 21.516 18.403
H 32.669 21.606 20.416
H 33.777 23.778 18.931
H 34.313 22.267 18.817
H 35.963 22.978 20.282
H 34.878 21.843 20.990
H 35.460 24.603 23.208
H 36.400 24.500 22.146
H 35.478 23.032 23.126
C 32.572 22.218 25.996
O 31.713 22.555 25.204
C 32.245 23.196 24.039
C 30.946 23.931 23.349
N 31.429 24.407 21.969
C 30.213 24.897 21.271
C 29.957 26.374 21.888
O 30.979 27.321 21.492
C 30.585 28.553 21.839
H 31.948 21.545 26.701
H 33.098 23.022 26.632
H 33.462 21.404 25.595
H 32.806 22.558 23.450
H 33.074 24.058 24.203
H 30.399 24.622 24.087
H 30.190 23.202 23.222
H 31.761 23.649 21.449
H 29.480 24.334 21.480
H 30.273 25.101 20.126
H 29.927 26.342 23.074
H 29.158 26.683 21.815
H 29.704 28.751 21.328
H 31.227 29.239 21.521
H 30.332 28.748 22.897
C 32.833 30.771 18.332
O 33.527 30.627 19.405
C 34.341 29.488 19.495
C 34.721 29.351 21.075
N 35.429 28.017 21.190
C 36.203 27.776 22.405
C 35.315 27.791 23.646
O 34.048 27.184 23.375
C 33.056 27.235 24.440
H 32.237 29.969 18.161
H 33.470 31.206 17.580
H 31.983 31.518 18.495
H 35.043 29.433 18.790
H 33.678 28.654 19.270
H 33.930 29.681 21.768
H 35.443 30.223 21.155
H 35.818 27.803 20.326
H 37.079 28.341 22.824
H 36.790 26.922 22.417
H 35.070 28.756 23.969
H 35.750 27.353 24.489
H 32.824 28.225 24.213
H 33.680 26.890 25.125
H 32.181 26.658 23.934
C 36.572 26.511 18.406
O 37.368 27.373 19.037
C 38.534 26.905 19.441
C 39.386 27.876 20.191
N 40.695 27.300 20.597
C 41.488 28.260 21.420
C 42.910 27.543 21.592
O 43.712 28.250 22.377
C 44.931 27.487 22.685
H 37.130 25.860 17.776
H 35.681 27.124 17.908
H 36.033 25.892 19.157
H 39.081 26.417 18.744
H 38.395 26.107 20.084
H 38.892 28.275 20.947
H 39.448 28.691 19.497
H 41.205 27.223 19.722
H 41.020 28.561 22.296
H 41.709 29.153 20.838
H 43.401 27.576 20.553
H 42.715 26.507 22.000
H 45.535 27.444 21.799
H 44.993 26.602 23.396
H 45.355 28.055 23.397
*
```

These are the Löwdin partial charges, in e, on atoms 1 to 99: number 1, O, carries 0.198; number 2, H, carries 0.039; number 3, H, carries 0.127; number 4, H, carries 0.091; number 5, C, carries -0.185; number 6, O, carries -0.188; number 7, C, carries -0.177; number 8, C, carries -0.180; number 9, N, carries -0.048; number 10, C, carries -0.222; number 11, C, carries -0.195; number 12, O, carries -0.225; number 13, C, carries 0.045; number 14, H, carries 0.116; number 15, H, carries 0.083; number 16, H, carries 0.121; number 17, H, carries 0.126; number 18, H, carries 0.123; number 19, H, carries 0.124; number 20, H, carries 0.071; number 21, H, carries 0.111; number 22, H, carries 0.138; number 23, H, carries 0.113; number 24, H, carries 0.092; number 25, H, carries 0.178; number 26, H, carries -0.024; number 27, H, carries 0.036; number 28, H, carries 0.154; number 29, C, carries -0.325; number 30, O, carries -0.159; number 31, C, carries -0.133; number 32, C, carries -0.102; number 33, N, carries -0.048; number 34, C, carries -0.122; number 35, C, carries -0.112; number 36, O, carries -0.172; number 37, C, carries -0.132; number 38, H, carries 0.121; number 39, H, carries 0.108; number 40, H, carries 0.146; number 41, H, carries 0.074; number 42, H, carries 0.151; number 43, H, carries 0.134; number 44, H, carries 0.089; number 45, H, carries 0.024; number 46, H, carries 0.022; number 47, H, carries 0.167; number 48, H, carries 0.153; number 49, H, carries -0.020; number 50, H, carries 0.087; number 51, H, carries 0.052; number 52, H, carries 0.121; number 53, C, carries -0.194; number 54, O, carries -0.170; number 55, C, carries -0.155; number 56, C, carries -0.083; number 57, N, carries -0.024; number 58, C, carries -0.173; number 59, C, carries -0.189; number 60, O, carries -0.283; number 61, C, carries 0.020; number 62, H, carries 0.056; number 63, H, carries 0.103; number 64, H, carries 0.126; number 65, H, carries 0.078; number 66, H, carries 0.112; number 67, H, carries 0.115; number 68, H, carries 0.131; number 69, H, carries 0.043; number 70, H, carries 0.137; number 71, H, carries 0.079; number 72, H, carries 0.105; number 73, H, carries 0.111; number 74, H, carries 0.076; number 75, H, carries 0.051; number 76, H, carries 0.118; number 77, C, carries -0.127; number 78, O, carries -0.169; number 79, C, carries -0.290; number 80, C, carries -0.177; number 81, N, carries -0.040; number 82, C, carries -0.156; number 83, C, carries -0.304; number 84, O, carries -0.169; number 85, C, carries -0.060; number 86, H, carries 0.089; number 87, H, carries 0.143; number 88, H, carries 0.084; number 89, H, carries 0.103; number 90, H, carries 0.106; number 91, H, carries 0.061; number 92, H, carries 0.125; number 93, H, carries 0.106; number 94, H, carries 0.091; number 95, H, carries 0.112; number 96, H, carries 0.142; number 97, H, carries 0.135; number 98, H, carries 0.089; number 99, H, carries 0.120

=====

Record 4
Computed, not measured: C2H4NO2 as an isolated structure in a non-equilibrium geometry, with ωB97M-V with the def2-TZVPD basis set.

Kohn-Sham gap (alpha / beta)   0.35019 / 0.35018 Ha
Relative energy (zero: lowest compared OMol25 entry of this formula, charge and spin)   466.0 kJ/mol

```
! wB97M-V def2-TZVPD RIJCOSX def2/J DEFGRID3
* xyz 1 1
C -0.826 0.733 -0.112
C -0.625 -0.701 0.149
N 1.824 0.191 -0.494
O 2.753 -0.219 0.010
O 0.358 0.212 0.576
H -0.487 1.180 -1.153
H -1.488 1.100 0.760
H -1.227 -1.120 0.856
H -0.281 -1.376 -0.593
*
```

Formally, the natural (NBO) partial charges of the atoms, in units of the elementary charge, are as follows: number 1, C, carries -0.123; number 2, C, carries -0.098; number 3, N, carries 0.586; number 4, O, carries 0.039; number 5, O, carries -0.382; number 6, H, carries 0.262; number 7, H, carries 0.274; number 8, H, carries 0.229; number 9, H, carries 0.212